ORCA calculation (wB97M-V/def2-TZVPD) on C22H22F6N15O8S3Se2Sr as an isolated structure.

## Properties
Relative energy (zero: lowest compared OMol25 entry of this formula, charge and spin): 35.1 kJ/mol
E_HOMO: -5.1 eV
Total charge: -1
HOMO-LUMO gap: 6.34 eV

```
79
Properties=species:S:1:pos:R:3:forces:R:3
Sr -0.452809 -0.227247 -2.054750 -0.4884 -0.3303 0.4978
F -4.587603 3.229298 -1.024949 0.0217 -0.0068 0.0034
C -3.640005 3.333551 -0.104864 -0.0530 0.0273 -0.0076
F -4.184229 3.083032 1.088253 0.0083 -0.0133 -0.0015
F -3.164320 4.577321 -0.101473 0.0075 -0.0150 -0.0051
S -2.262657 2.119881 -0.384486 -0.0203 0.0705 -0.0558
O -2.893080 0.947103 -0.936943 0.0295 0.0000 0.0560
O -1.621170 2.039675 0.895174 0.0271 -0.0637 0.0175
N -1.250588 2.754389 -1.409870 0.0282 0.1668 0.0835
S -1.608089 2.854722 -2.958497 0.0372 0.0708 -0.0308
O -2.875427 3.443877 -3.260567 0.0070 -0.0045 -0.0128
O -1.240468 1.635343 -3.647683 -0.0512 0.0710 -0.0402
C -0.333083 4.100315 -3.429481 -0.0044 -0.0048 -0.0257
F -0.600971 5.258541 -2.824275 -0.0073 0.0075 -0.0034
F -0.399359 4.280348 -4.746609 0.0044 -0.0119 0.0057
F 0.878669 3.702286 -3.094419 -0.0001 0.0047 0.0115
Se -4.638389 -1.860656 -1.066432 0.0024 0.0235 0.1220
Se -3.230005 -3.635249 -0.744137 0.0174 -0.0396 -0.0703
C -1.948859 -2.914441 0.497564 -0.0079 -0.0993 0.0695
C -1.235083 -3.862748 1.236352 0.0044 0.0654 0.0341
C -0.431136 -3.413940 2.259483 0.0063 -0.0011 -0.0435
C -0.363395 -2.044416 2.511797 -0.0403 -0.0019 0.0694
C -1.050976 -1.189308 1.676913 -0.0221 -0.0148 -0.0347
N -1.820307 -1.614162 0.662842 0.0138 0.0338 -0.0267
C -3.995280 -1.273996 -2.780928 -0.2105 -0.0082 -0.0546
C -4.918037 -0.703637 -3.651674 0.0775 0.0316 -0.1233
C -4.491002 -0.346097 -4.921684 -0.0025 -0.0506 0.1226
C -3.182740 -0.620272 -5.293091 -0.0996 0.0468 -0.0329
C -2.354161 -1.193162 -4.350049 0.3043 -0.0781 -0.1197
N -2.729566 -1.478715 -3.104081 -0.0453 0.0875 0.0835
H -1.317403 -4.915037 1.000661 -0.0197 0.0023 0.0118
H 0.136449 -4.116343 2.856934 0.0008 -0.0037 0.0091
H 0.225069 -1.657284 3.333873 0.0116 0.0138 -0.0106
H -0.998104 -0.112991 1.794096 -0.0041 0.0311 0.0357
H -5.945756 -0.564301 -3.343691 0.0090 0.0168 0.0022
H -5.178578 0.117063 -5.617444 -0.0015 0.0024 -0.0010
H -2.802165 -0.379379 -6.275320 -0.0164 -0.0152 0.0021
H -1.320528 -1.441961 -4.586191 0.0037 0.0796 -0.0885
N 1.486678 -2.391631 -4.573299 -0.2242 0.0610 -0.0620
C 1.862925 -1.065406 -4.468438 0.1001 -0.0402 0.1246
N 2.589894 -0.432787 -5.374520 -0.0290 0.0306 -0.0112
N 2.716098 0.817857 -4.875733 0.0765 -0.1094 0.0068
N 2.110935 0.912087 -3.744672 -0.0625 0.0818 -0.0409
N 1.541939 -0.281984 -3.440054 0.1885 0.0670 -0.3409
C 0.882841 -3.122870 -3.566459 0.1363 0.0210 0.0631
N 0.870509 -4.447344 -3.561365 -0.1335 -0.0432 0.0020
N 0.191696 -4.764897 -2.441705 0.1672 -0.0164 -0.0003
N -0.162034 -3.699056 -1.813472 0.0043 0.0324 -0.1147
N 0.248528 -2.606461 -2.510294 0.1175 -0.2078 -0.0918
H 1.864771 -2.913379 -5.343447 0.0751 -0.0239 0.0393
C 2.188541 2.289516 7.779107 -0.0010 0.0010 0.0013
C 1.762111 1.412686 6.610168 0.0031 0.0015 0.0015
S 2.955720 1.546325 5.296232 -0.0122 -0.0125 0.0166
O 4.206878 1.000992 5.758236 0.0117 0.0044 -0.0078
O 2.916828 2.891909 4.778481 -0.0031 0.0006 -0.0091
C 2.300237 0.460529 4.047094 -0.0048 0.0014 0.0261
C 3.213127 0.476936 2.825979 0.0050 0.0080 0.0083
N 2.565263 -0.172875 1.695384 -0.0256 0.0074 0.0018
C 1.818073 0.466294 0.766082 0.0344 -0.0264 -0.0255
N 1.356991 -0.379071 -0.143019 0.0967 0.0559 -0.0248
C 1.839203 -1.611578 0.172807 -0.0150 0.0342 0.0461
C 2.581416 -1.503687 1.310772 -0.0249 -0.0314 -0.0286
N 3.093276 -2.562740 2.107487 0.0137 0.0076 0.0070
O 3.440021 -2.301379 3.256899 0.0031 0.0148 -0.0029
O 3.123815 -3.668839 1.614542 0.0011 -0.0135 -0.0247
C 1.586309 1.934181 0.758283 -0.0105 0.0142 -0.0103
H 1.459762 2.204972 8.583950 0.0001 0.0027 0.0006
H 2.249793 3.333033 7.474250 -0.0013 0.0005 0.0001
H 3.161308 1.978775 8.157011 0.0000 -0.0002 -0.0004
H 0.802546 1.721004 6.193780 -0.0002 0.0010 -0.0008
H 1.718700 0.357727 6.883191 -0.0008 0.0005 -0.0008
H 1.304591 0.830027 3.794320 0.0005 0.0047 -0.0023
H 2.242016 -0.541729 4.470192 -0.0102 0.0016 -0.0139
H 4.147231 -0.027989 3.046378 0.0086 0.0037 0.0022
H 3.429194 1.503482 2.536037 -0.0046 -0.0070 -0.0006
H 1.593987 -2.495938 -0.395061 -0.0161 -0.0113 0.0149
H 2.525210 2.481921 0.844983 0.0036 -0.0029 -0.0159
H 0.925096 2.243507 1.569032 0.0103 -0.0004 0.0139
H 1.113119 2.216454 -0.179461 -0.0057 -0.0033 0.0052
```
Forces are in eV/Å.